1.
{"formula": "C15H17IN5RuS", "method": "ωB97M-V with the def2-TZVPD basis set", "elements": ["Ru", "C", "C", "N", "C", "S", "N", "N", "C", "C", "C", "C", "C", "C", "C", "N", "H", "H", "H", "H", "H", "H", "H", "H", "H", "H", "H", "H", "H", "I", "C", "C", "C", "C", "N", "C", "H", "H", "H", "H"], "xyz": [[-0.715, -0.103, -0.474], [4.921, -2.395, -1.040], [4.493, -1.088, -1.682], [3.131, -1.206, -2.177], [2.065, -0.944, -1.461], [0.435, -1.218, -2.064], [2.245, -0.521, -0.223], [1.048, -0.200, 0.367], [1.063, 0.163, 1.659], [2.310, 0.186, 2.436], [-0.253, 0.253, 2.311], [-0.371, 0.375, 3.721], [-1.654, 0.559, 4.306], [-2.696, 0.790, 3.443], [-2.543, 0.763, 2.040], [-1.380, 0.414, 1.499], [5.874, -2.342, -0.490], [5.048, -3.259, -1.726], [4.198, -2.820, -0.318], [5.131, -0.801, -2.523], [4.489, -0.390, -0.861], [2.994, -1.735, -3.066], [3.121, 0.539, 1.785], [2.603, -0.762, 2.953], [2.248, 0.837, 3.282], [0.494, 0.367, 4.331], [-1.668, 0.551, 5.401], [-3.725, 0.998, 3.736], [-3.403, 1.000, 1.388], [-2.945, 2.691, -5.206], [-3.343, 1.625, -3.423], [-4.583, 1.590, -2.775], [-4.620, 0.969, -1.570], [-3.554, 0.194, -1.152], [-2.355, 0.289, -1.714], [-2.252, 0.973, -2.887], [-5.452, 2.187, -3.262], [-5.518, 0.955, -0.955], [-3.600, -0.467, -0.287], [-1.282, 0.980, -3.321]], "lowdin_charge": [0.987, -0.067, -0.182, 0.091, -0.710, 0.682, 0.115, -0.165, -0.171, 0.008, -0.167, 0.077, 0.037, 0.011, -0.073, -0.046, 0.102, 0.097, 0.085, 0.147, 0.109, 0.193, 0.104, 0.150, 0.087, 0.116, 0.149, 0.138, 0.120, 1.468, -0.589, -0.055, -0.005, -0.090, -0.114, -0.170, 0.176, 0.148, 0.129, 0.078], "charge": 3, "s_squared": 6.058, "spin_multiplicity": 5, "e_tot_ha": -1645.20409, "gap_ev": [7.66, 4.11]}

---

2.
{"formula": "C16H31N5PbS2", "method": "ωB97M-V with the def2-TZVPD basis set", "elements": ["Pb", "C", "C", "C", "C", "C", "C", "C", "C", "C", "H", "H", "H", "H", "H", "H", "H", "H", "H", "H", "H", "H", "C", "C", "N", "C", "C", "S", "C", "C", "N", "H", "H", "H", "H", "H", "H", "H", "H", "H", "H", "H", "H", "H", "H", "N", "N", "C", "N", "S", "H", "H", "H", "H", "H"], "xyz": [[-0.007, 0.059, 0.249], [-3.699, -0.860, -1.256], [-2.497, -1.635, -0.783], [-2.383, -2.036, 0.551], [-1.321, -2.825, 0.984], [-1.229, -3.285, 2.418], [-0.360, -3.233, 0.052], [-0.446, -2.859, -1.284], [0.524, -3.403, -2.303], [-1.494, -2.017, -1.672], [-4.513, -1.555, -1.474], [-3.491, -0.305, -2.172], [-4.058, -0.165, -0.496], [-3.162, -1.750, 1.254], [-1.984, -2.809, 3.047], [-0.238, -3.101, 2.842], [-1.398, -4.362, 2.476], [0.448, -3.886, 0.374], [0.163, -4.371, -2.660], [1.515, -3.571, -1.880], [0.606, -2.755, -3.178], [-1.583, -1.733, -2.719], [2.551, -0.210, -1.865], [1.883, 0.997, -2.516], [0.598, 1.388, -1.877], [0.493, 2.844, -1.608], [1.447, 3.338, -0.526], [1.357, 2.415, 1.050], [3.052, 1.772, 1.239], [3.581, 0.960, 0.057], [2.637, -0.071, -0.401], [3.533, -0.347, -2.325], [1.963, -1.108, -2.074], [1.723, 0.764, -3.568], [2.555, 1.854, -2.493], [-0.159, 1.152, -2.512], [-0.531, 3.049, -1.304], [0.691, 3.422, -2.515], [1.201, 4.371, -0.293], [2.487, 3.311, -0.846], [3.004, 1.166, 2.146], [3.709, 2.617, 1.440], [4.533, 0.519, 0.355], [3.802, 1.631, -0.771], [2.910, -0.970, -0.017], [-0.724, 0.322, 2.952], [-1.442, 1.477, 3.258], [-2.132, 2.169, 2.333], [-2.873, 3.169, 2.798], [-2.155, 1.836, 0.660], [-1.276, -0.503, 3.170], [0.116, 0.307, 3.520], [-1.576, 1.702, 4.233], [-2.937, 3.399, 3.778], [-3.416, 3.716, 2.151]], "lowdin_charge": [1.226, -0.041, -0.330, -0.077, -0.322, -0.038, -0.053, -0.309, -0.040, -0.065, 0.103, 0.086, 0.055, 0.132, 0.077, 0.085, 0.101, 0.135, 0.103, 0.084, 0.080, 0.131, -0.195, -0.167, -0.154, -0.264, -0.388, 0.817, -0.413, -0.241, -0.162, 0.138, 0.094, 0.138, 0.113, 0.119, 0.077, 0.138, 0.094, 0.079, 0.082, 0.096, 0.138, 0.108, 0.119, -0.018, -0.058, -0.797, 0.134, 0.632, 0.092, 0.111, 0.166, 0.133, 0.117], "charge": 2, "spin_multiplicity": 1, "e_tot_ha": -1890.81767, "gap_ev": 8.97}

---

3.
{"formula": "C45H58CeN8O3S", "method": "ωB97M-V with the def2-TZVPD basis set", "elements": ["Ce", "C", "C", "C", "C", "C", "C", "C", "C", "C", "C", "C", "C", "C", "C", "C", "C", "C", "H", "H", "H", "H", "H", "H", "H", "H", "H", "H", "H", "H", "H", "H", "H", "H", "H", "H", "H", "H", "H", "H", "H", "H", "H", "H", "H", "H", "H", "O", "S", "O", "N", "C", "C", "C", "C", "C", "C", "C", "C", "N", "C", "C", "C", "C", "C", "C", "C", "H", "H", "H", "H", "H", "H", "H", "H", "H", "H", "H", "C", "N", "C", "C", "C", "C", "C", "C", "C", "C", "H", "H", "H", "H", "H", "H", "H", "H", "H", "H", "H", "H", "N", "C", "N", "C", "N", "C", "N", "C", "N", "O", "H", "H", "H", "H", "H", "H"], "xyz": [[-0.178, 0.605, -0.174], [-0.717, -0.695, 2.688], [-2.084, -0.536, 2.397], [-2.308, 0.911, 2.202], [-1.041, 1.523, 2.446], [-0.070, 0.555, 2.822], [1.089, 0.792, 3.771], [0.598, 0.309, 5.166], [1.419, 2.282, 3.899], [2.333, -0.035, 3.409], [-3.563, 1.738, 1.973], [-4.218, 1.380, 0.631], [-3.200, 3.241, 1.907], [-4.545, 1.622, 3.153], [-3.024, -1.706, 2.700], [-2.302, -3.044, 2.420], [-4.376, -1.726, 1.990], [-3.275, -1.652, 4.231], [-0.276, -1.662, 2.890], [-0.896, 2.590, 2.389], [-0.378, 0.751, 5.402], [1.277, 0.608, 5.975], [0.470, -0.778, 5.226], [0.574, 2.852, 4.300], [1.677, 2.732, 2.942], [2.274, 2.422, 4.575], [2.097, -1.097, 3.300], [3.085, 0.078, 4.194], [2.782, 0.296, 2.471], [-3.515, 1.459, -0.203], [-5.024, 2.090, 0.424], [-4.641, 0.379, 0.604], [-2.444, 3.457, 1.150], [-2.834, 3.615, 2.873], [-4.093, 3.825, 1.670], [-4.995, 0.626, 3.247], [-5.335, 2.364, 3.042], [-4.045, 1.842, 4.098], [-1.832, -3.100, 1.436], [-3.012, -3.881, 2.483], [-1.521, -3.222, 3.164], [-4.317, -1.696, 0.907], [-5.045, -0.924, 2.299], [-4.876, -2.663, 2.251], [-2.341, -1.709, 4.797], [-3.901, -2.486, 4.541], [-3.782, -0.735, 4.536], [2.628, 0.672, -3.778], [2.470, -0.765, -3.973], [2.451, -1.192, -5.352], [1.133, -1.139, -3.115], [0.481, -2.319, -3.325], [0.824, -3.252, -4.343], [0.093, -4.438, -4.517], [-1.014, -4.730, -3.743], [-1.402, -3.821, -2.721], [-2.543, -4.066, -1.946], [-2.887, -3.149, -0.953], [-2.082, -2.045, -0.766], [-0.954, -1.773, -1.460], [-0.629, -2.605, -2.473], [3.828, -1.592, -3.199], [5.051, -0.907, -3.069], [6.173, -1.591, -2.586], [6.094, -2.944, -2.264], [4.878, -3.622, -2.399], [3.742, -2.956, -2.860], [1.665, -2.967, -4.977], [0.394, -5.162, -5.278], [-1.608, -5.632, -3.886], [-3.153, -4.947, -2.132], [-3.777, -3.295, -0.340], [-2.372, -1.298, -0.028], [5.103, 0.151, -3.338], [7.113, -1.052, -2.494], [6.975, -3.460, -1.889], [4.798, -4.682, -2.151], [2.805, -3.514, -2.924], [2.375, 3.368, 0.354], [2.171, 2.501, -0.838], [2.037, 3.393, -2.039], [3.359, 1.641, -1.033], [3.312, 0.376, -0.271], [4.562, -0.164, 0.060], [4.700, -1.455, 0.571], [3.532, -2.197, 0.780], [2.270, -1.631, 0.501], [2.168, -0.343, 0.021], [3.132, 4.156, 0.197], [2.691, 2.761, 1.209], [1.435, 3.862, 0.612], [2.894, 4.086, -2.142], [1.113, 3.987, -1.957], [1.986, 2.785, -2.940], [4.267, 2.201, -0.741], [3.425, 1.403, -2.096], [5.430, 0.455, -0.173], [5.686, -1.874, 0.809], [3.568, -3.212, 1.164], [1.390, -2.243, 0.671], [-0.823, 2.900, -0.474], [-1.089, 4.001, -0.818], [-1.461, 5.089, -1.378], [-1.376, 6.353, -0.984], [-1.410, 7.512, -0.814], [-3.654, 2.570, -3.102], [-2.303, 2.193, -3.515], [-1.551, 1.368, -2.805], [-0.242, 1.208, -3.132], [-2.005, 0.719, -1.757], [-4.294, 2.624, -3.982], [-3.667, 3.551, -2.619], [-4.038, 1.808, -2.421], [-1.852, 2.793, -4.219], [0.181, 1.747, -3.898], [0.135, 0.203, -3.130]], "lowdin_charge": [1.395, -0.079, -0.135, -0.125, -0.120, -0.269, -0.528, -0.043, -0.041, -0.034, -0.510, -0.029, -0.056, -0.037, -0.503, -0.052, -0.051, -0.026, 0.112, 0.100, 0.091, 0.084, 0.081, 0.091, 0.053, 0.093, 0.082, 0.090, 0.065, 0.052, 0.091, 0.063, 0.045, 0.095, 0.090, 0.055, 0.086, 0.092, 0.064, 0.093, 0.079, 0.052, 0.060, 0.091, 0.086, 0.086, 0.074, -0.350, 0.635, -0.300, -0.136, -0.272, -0.038, -0.073, -0.058, -0.144, 0.010, -0.047, -0.154, 0.067, -0.131, -0.248, -0.060, -0.085, -0.087, -0.072, -0.043, 0.086, 0.109, 0.107, 0.121, 0.104, 0.078, 0.118, 0.108, 0.104, 0.109, 0.103, -0.076, -0.231, -0.068, -0.180, -0.256, -0.049, -0.070, -0.077, -0.127, -0.192, 0.098, 0.076, 0.076, 0.101, 0.068, 0.053, 0.135, 0.086, 0.117, 0.112, 0.104, 0.100, 0.036, -0.315, 0.089, -0.382, 0.092, -0.031, 0.064, -0.548, 0.162, -0.189, 0.087, 0.084, 0.082, 0.169, 0.126, 0.057], "spin_multiplicity": 1, "e_tot_ha": -3286.59367, "gap_ev": [5.46, 5.47]}

---

Q: Which formula does entry 3 have?
A: C45H58CeN8O3S